1.
164
Properties=species:S:1:pos:R:3:forces:R:3:mulliken_charge:R:1 method="wB97M-V/def2-TZVPD" gap_ev=5.53 max_force_ha_per_bohr=0.0949 lumo_energy_ev=0.289 spin_multiplicity=1 homo_ev=-5.24 relative_energy_kcal_mol=67.2
Ba 0.360 -0.229 0.273 -0.486 0.438 0.448 -0.018
C -1.421 0.532 5.583 0.814 0.246 0.490 -1.506
C -0.123 1.223 5.018 -0.090 0.985 -0.773 1.085
C 0.683 2.002 6.137 0.311 -2.590 1.211 -0.972
C 1.449 0.897 7.048 0.428 1.200 -1.698 -0.859
C 2.475 0.162 6.160 -0.479 1.314 0.154 -1.076
C 1.789 -0.564 5.001 0.220 -0.809 -0.329 1.443
N 0.790 0.302 4.318 1.712 0.081 -1.480 0.387
O 0.294 -0.373 3.104 0.069 0.781 1.246 0.651
C 1.145 -1.845 5.543 -0.127 -0.549 0.686 -1.551
C 3.005 -0.967 4.035 -1.138 -0.044 0.025 -1.401
C -0.584 2.362 3.999 -0.252 -1.325 1.178 -1.276
H -1.145 -0.319 6.206 0.071 -0.347 -0.317 0.418
H -2.122 0.238 4.802 0.239 -0.079 -0.103 0.024
H -1.954 1.148 6.307 -0.071 0.546 -0.228 0.417
H 0.095 2.658 6.778 -0.717 -0.366 -0.076 0.489
H 1.409 2.712 5.739 0.336 -0.430 -0.458 0.180
H 0.836 0.092 7.452 -0.610 0.441 0.078 0.277
H 1.985 1.359 7.877 -0.154 0.166 0.090 0.489
H 3.088 -0.420 6.849 -0.081 -0.822 -0.447 0.359
H 3.191 0.832 5.683 0.001 0.613 0.215 0.355
H 1.154 -1.908 6.631 0.287 0.311 0.316 0.353
H 1.728 -2.718 5.251 -0.436 -0.287 -0.352 0.399
H 0.074 -1.911 5.347 0.235 -0.240 -0.780 -0.108
H 3.771 -1.573 4.520 0.138 0.435 0.878 0.528
H 3.454 -0.064 3.622 0.095 -0.050 -0.091 0.093
H 2.774 -1.662 3.228 -0.797 0.529 -0.279 -0.193
H -0.970 1.944 3.069 0.181 -0.101 0.080 -0.200
H 0.199 3.098 3.814 0.001 -0.141 -0.038 0.243
H -1.413 2.827 4.532 -0.094 0.452 -0.220 0.481
C 0.011 4.845 -1.057 1.205 0.306 -0.647 -1.750
C -1.268 4.136 -0.660 -0.601 -0.079 -0.572 1.911
C -2.479 5.139 -0.761 0.432 -0.419 -0.413 -1.369
C -3.082 5.399 -2.169 1.257 -1.293 0.544 -0.895
C -3.374 4.053 -2.881 0.231 0.452 1.365 -1.210
C -2.168 3.032 -2.884 -1.638 1.361 -1.032 1.337
N -1.549 2.948 -1.564 -1.235 -0.437 1.353 -0.176
O -0.650 1.877 -1.474 0.730 -0.257 0.219 1.302
C -1.284 3.545 -4.000 2.379 0.432 -0.119 -1.532
C -2.771 1.717 -3.448 0.277 -0.435 1.220 -1.114
C -1.107 3.771 0.877 -0.515 -1.554 -1.327 -0.876
H -0.076 5.480 -1.938 -0.362 0.167 -0.059 0.296
H 0.818 4.162 -1.325 -0.213 -0.595 0.070 0.060
H 0.468 5.449 -0.273 -0.345 0.250 0.314 0.481
H -2.093 6.078 -0.364 -0.198 0.157 0.215 0.441
H -3.280 4.787 -0.111 -0.053 -0.069 0.171 0.424
H -2.339 5.941 -2.754 -0.155 0.337 -0.091 0.363
H -3.986 5.993 -2.038 0.029 0.074 -0.273 0.426
H -3.699 4.303 -3.891 -0.025 -0.450 -0.144 0.376
H -4.196 3.611 -2.319 -0.282 -0.278 -0.143 0.304
H -1.538 3.430 -5.054 -0.834 -0.168 0.130 0.406
H -0.321 3.039 -3.933 0.293 -0.190 0.181 -0.123
H -1.043 4.598 -3.853 -0.043 0.154 -0.020 0.300
H -3.232 1.888 -4.420 0.039 0.124 0.048 0.642
H -3.518 1.283 -2.783 -0.316 0.227 0.098 0.003
H -2.056 0.899 -3.537 0.186 0.310 -0.268 -0.635
H -0.212 3.178 1.068 0.543 0.455 -0.211 -0.224
H -1.846 3.018 1.152 -0.587 0.205 -0.017 -0.318
H -1.179 4.599 1.583 0.081 0.221 -0.368 0.530
O 2.388 1.455 0.922 1.787 2.234 0.479 0.697
S 3.414 2.398 1.389 -0.577 -0.588 0.961 0.418
O 4.796 1.931 1.405 -1.315 0.805 -0.342 -0.705
O 3.237 3.785 0.544 -1.437 -2.501 -0.345 0.041
C 4.157 4.843 0.574 0.896 0.877 0.441 -0.405
C 5.240 4.685 -0.485 -0.147 -0.208 0.358 -1.038
C 2.972 2.936 3.094 0.884 0.141 -1.764 -0.775
H 4.458 4.921 1.619 0.876 0.154 -0.087 0.350
H 3.618 5.772 0.386 -0.438 -0.219 -0.092 0.352
H 4.794 4.748 -1.477 -0.135 -0.096 0.014 0.280
H 5.705 3.706 -0.366 0.247 0.147 -0.051 0.198
H 5.981 5.483 -0.432 0.043 -0.089 0.206 0.441
H 2.692 2.012 3.600 -0.432 0.170 0.184 -0.180
H 2.218 3.715 2.973 -0.295 -0.456 0.218 0.372
H 3.883 3.395 3.478 -0.005 -0.196 0.178 0.587
O -4.053 0.475 2.623 0.814 -0.089 -1.088 -0.758
S -3.663 0.298 1.241 0.753 -1.444 -1.554 0.582
O -2.253 0.216 0.775 -3.320 -0.245 1.753 1.059
O -4.487 -1.034 0.643 0.830 1.081 1.655 0.164
C -5.640 -1.508 1.400 0.398 -1.987 -0.420 -0.098
C -6.956 -1.358 0.704 -0.229 0.680 -0.353 -1.453
C -4.444 1.390 0.136 0.478 0.761 0.532 -0.590
H -5.697 -1.272 2.463 0.510 0.695 -0.224 0.462
H -5.485 -2.586 1.358 0.327 -0.195 0.324 0.008
H -6.904 -1.706 -0.327 0.102 0.072 -0.018 0.287
H -7.327 -0.333 0.714 -0.196 -0.030 -0.001 0.336
H -7.650 -2.018 1.225 -0.188 0.189 0.051 0.426
H -5.520 1.304 0.286 0.157 0.171 -0.168 0.493
H -4.069 1.089 -0.842 -0.257 0.169 0.049 -0.049
H -4.027 2.360 0.407 -0.277 0.291 -0.353 0.232
O -0.786 -4.925 2.244 -0.401 0.480 0.092 -0.681
S -1.513 -3.736 1.886 -1.466 0.663 -1.360 0.819
O -0.848 -2.718 1.081 -0.959 -1.179 1.326 -0.423
O -2.846 -4.140 0.964 1.151 -0.302 0.651 0.069
C -3.437 -5.478 1.017 1.154 -0.992 0.204 -0.653
C -2.935 -6.328 -0.198 -0.237 1.394 -0.294 -0.819
C -2.426 -3.007 3.337 2.043 -1.324 -1.453 -0.289
H -4.493 -5.292 1.209 -0.105 -0.228 -0.821 0.435
H -3.103 -6.055 1.879 0.250 0.456 0.447 0.363
H -3.182 -5.774 -1.103 -0.096 -0.138 -0.194 0.056
H -3.248 -7.363 -0.330 -0.559 0.169 0.553 0.446
H -1.846 -6.370 -0.183 0.060 0.189 0.324 0.245
H -1.568 -2.769 3.966 -0.323 0.830 0.170 -0.224
H -2.924 -3.870 3.778 -0.447 0.288 -0.178 0.533
H -3.009 -2.199 2.895 0.047 -0.045 0.578 0.042
O 2.515 -0.089 -1.339 1.089 0.359 -1.300 -0.425
S 3.736 -0.260 -2.098 1.093 -1.108 -0.764 0.773
O 4.370 -1.579 -2.017 -0.908 2.405 -0.663 -0.750
O 3.495 0.059 -3.768 2.214 -3.041 3.106 -0.369
C 2.993 1.277 -4.126 -2.126 1.699 -0.667 0.661
C 2.994 1.459 -5.668 -0.497 -0.633 1.080 -1.439
C 4.970 1.059 -1.596 -0.787 -0.845 -0.659 -1.030
H 3.444 2.092 -3.560 0.462 0.252 -0.364 0.211
H 1.961 1.259 -3.774 -0.429 0.458 -0.195 -0.420
H 3.992 1.511 -6.104 -0.149 0.487 0.046 0.387
H 2.293 2.270 -5.867 0.643 0.553 -0.191 0.359
H 2.473 0.628 -6.142 0.204 -0.389 0.244 0.314
H 5.781 1.107 -2.323 -0.294 -0.133 -0.240 0.584
H 5.407 0.770 -0.641 -0.486 -0.076 0.042 0.343
H 4.424 2.001 -1.542 0.095 -0.130 0.128 0.075
O 1.978 -2.610 0.306 1.092 -1.427 0.063 -0.413
S 2.747 -3.840 0.504 -0.032 -0.672 0.758 1.081
O 2.537 -5.007 -0.344 0.570 2.123 1.029 -0.748
O 4.341 -3.495 0.464 -1.290 -0.289 -0.436 -0.432
C 4.897 -2.421 1.242 0.247 1.003 0.858 0.746
C 6.254 -2.070 0.683 0.142 -1.114 -1.253 -1.598
C 2.534 -4.356 2.271 -0.897 -0.038 -0.507 -0.790
H 5.061 -2.772 2.261 -0.275 -0.176 0.148 0.424
H 4.287 -1.521 1.311 -0.590 -0.265 -0.324 -0.318
H 6.875 -1.382 1.257 -0.331 -0.202 0.303 0.332
H 6.205 -1.728 -0.351 -0.301 0.302 0.070 0.278
H 6.714 -3.052 0.570 0.740 0.109 0.244 0.424
H 1.957 -3.575 2.767 0.650 0.398 0.103 -0.192
H 3.444 -4.692 2.766 0.163 0.580 -0.278 0.495
H 1.837 -5.189 2.362 0.037 -0.207 -0.809 0.495
C 0.874 -2.436 -4.889 -0.586 0.548 -1.126 -1.591
C -0.497 -1.704 -4.874 0.442 0.297 -1.871 1.335
C -1.571 -2.458 -5.770 1.853 0.622 -0.462 -1.545
C -2.056 -3.762 -5.189 -0.935 1.116 1.193 -0.622
C -2.606 -3.470 -3.768 1.122 0.259 0.394 -0.834
C -1.646 -2.664 -2.806 0.555 0.672 0.113 1.401
N -0.974 -1.590 -3.539 -1.574 1.272 0.008 0.156
O -0.132 -0.735 -2.706 -0.687 -1.536 -0.926 2.749
C -2.501 -1.934 -1.694 0.538 -0.710 0.117 -2.113
C -0.536 -3.597 -2.190 -1.306 -0.179 0.132 -1.008
C -0.321 -0.255 -5.595 -0.145 -0.639 1.504 -1.391
H 1.584 -1.923 -4.240 -0.048 -0.276 0.147 -0.022
H 1.239 -2.364 -5.913 0.339 -0.077 -0.083 0.576
H 0.756 -3.498 -4.677 0.150 0.115 0.349 0.377
H -2.228 -1.692 -6.180 -0.958 -0.288 0.785 0.477
H -1.081 -2.762 -6.694 0.632 0.195 -0.132 0.394
H -1.210 -4.448 -5.249 -0.282 -0.313 0.303 0.321
H -2.916 -4.117 -5.757 0.267 -0.390 -0.239 0.470
H -2.830 -4.383 -3.216 -0.205 -0.122 -0.061 0.132
H -3.529 -2.911 -3.915 -0.053 0.114 0.185 0.413
H -3.242 -2.588 -1.236 0.102 -0.285 -0.052 0.639
H -1.876 -1.594 -0.869 0.051 -0.316 -0.106 0.032
H -3.035 -1.028 -1.983 0.110 -0.117 -0.781 0.302
H -0.912 -3.945 -1.228 0.297 -0.079 0.159 -0.136
H -0.379 -4.489 -2.797 -0.013 0.005 -0.195 0.472
H 0.437 -3.120 -2.071 -0.225 0.227 0.127 -0.161
H -1.170 0.427 -5.571 -0.771 -0.672 0.040 0.340
H -0.041 -0.340 -6.645 0.394 -0.211 0.173 0.593
H 0.358 0.351 -4.995 0.734 -0.282 -0.334 -0.430
H -0.655 0.060 -2.838 0.302 1.150 0.835 -0.928

2.
134
Properties=species:S:1:pos:R:3:forces:R:3:mulliken_charge:R:1 method="wB97M-V/def2-TZVPD" gap_ev=8.94 max_force_ha_per_bohr=0.0144 smiles="CCCCCCCCCC[C@@H]1[C@@H](P(O)I)[C@@H](CCCCO)COS1(=O)=O.Fc1ccccc1.Fc1ccccc1.Fc1ccccc1.Fc1ccccc1.Fc1ccccc1.Fc1ccccc1" lumo_energy_ev=0.080 spin_multiplicity=1 homo_ev=-8.86 relative_energy_kcal_mol=0.0
C -0.853 6.088 4.034 0.292 -0.023 -0.049 -1.430
C -0.695 4.852 3.141 -0.152 0.068 0.071 -0.370
C -1.952 4.519 2.315 0.100 0.105 0.025 0.439
C -1.909 4.989 0.856 -0.058 -0.055 -0.017 -1.111
C -0.694 4.518 0.037 -0.024 -0.112 -0.073 0.068
C -0.251 3.086 0.356 -0.187 0.094 -0.089 0.891
C 0.492 2.396 -0.785 0.120 -0.233 0.418 -1.074
C 0.722 0.896 -0.516 0.148 0.058 -0.302 -0.445
C -0.455 0.010 -0.957 -0.172 0.198 0.101 -0.806
C -1.567 -0.267 0.061 -0.037 -0.165 -0.137 -0.646
C -1.297 -1.312 1.165 -0.396 0.140 -0.283 0.424
C -2.653 -1.763 1.775 0.475 -0.011 0.565 -0.991
P -2.852 -3.585 2.250 -0.268 -0.029 -0.148 -0.334
O -3.354 -3.474 3.822 -0.143 0.106 -0.170 -0.486
I -0.641 -4.541 2.624 0.024 0.238 -0.089 0.208
C -3.103 -0.736 2.843 -0.179 -0.103 -0.029 1.419
C -4.609 -0.788 3.186 0.140 0.262 -0.203 -0.868
C -5.245 0.607 3.105 0.225 0.095 -0.045 -0.978
C -5.584 0.987 1.662 -0.031 0.262 0.257 0.066
C -6.018 2.442 1.516 0.023 -0.065 -0.138 -0.531
O -6.881 2.784 2.594 -0.129 0.064 -0.077 -0.543
C -2.207 -0.770 4.086 -0.237 0.426 0.114 -1.381
O -0.902 -1.313 3.782 -0.015 -0.098 -0.149 -0.407
S -0.242 -0.675 2.486 0.453 0.003 0.044 1.427
O -0.401 0.750 2.573 -0.036 -0.129 -0.022 -0.658
O 1.067 -1.245 2.381 -0.297 0.119 0.028 -0.582
H -0.090 6.092 4.816 -0.052 0.030 -0.015 0.397
H -1.830 6.116 4.518 0.013 -0.012 0.004 0.348
H -0.715 7.011 3.466 -0.182 -0.017 -0.009 0.303
H -0.436 3.989 3.759 -0.012 0.041 -0.011 0.305
H 0.155 5.018 2.474 0.011 -0.108 0.042 0.239
H -2.139 3.441 2.346 0.093 0.018 -0.040 -0.673
H -2.815 4.985 2.802 -0.033 -0.069 -0.036 0.596
H -1.978 6.081 0.826 0.062 -0.019 -0.046 0.431
H -2.810 4.619 0.351 -0.019 0.026 0.095 0.262
H 0.142 5.215 0.143 0.020 -0.067 0.035 0.389
H -0.975 4.547 -1.022 0.054 0.143 0.032 -0.268
H -1.140 2.503 0.611 0.028 -0.002 -0.064 -0.769
H 0.373 3.060 1.252 -0.071 -0.022 0.010 0.326
H -0.062 2.508 -1.721 0.070 0.072 -0.027 -0.013
H 1.469 2.875 -0.915 -0.091 0.093 -0.094 0.531
H 1.606 0.584 -1.079 -0.030 -0.045 -0.004 0.381
H 0.968 0.759 0.537 0.042 -0.051 -0.026 0.322
H -0.117 -0.943 -1.376 0.121 0.017 0.152 0.322
H -0.942 0.533 -1.789 0.015 -0.137 -0.051 0.487
H -1.933 0.665 0.495 0.048 -0.066 0.092 -0.969
H -2.407 -0.695 -0.496 0.057 0.086 -0.070 0.700
H -0.742 -2.143 0.723 0.032 -0.042 0.188 0.517
H -3.398 -1.713 0.974 0.104 0.040 -0.076 1.203
H -4.299 -3.676 3.835 0.113 -0.133 0.166 0.350
H -2.942 0.246 2.385 0.044 -0.105 -0.133 -0.441
H -5.102 -1.424 2.441 -0.123 -0.108 0.213 0.540
H -4.768 -1.221 4.174 0.012 -0.066 -0.035 0.363
H -4.532 1.347 3.491 -0.062 -0.040 0.110 0.214
H -6.130 0.682 3.735 -0.049 -0.054 -0.080 0.551
H -6.376 0.331 1.290 0.070 -0.047 -0.017 0.317
H -4.692 0.853 1.040 -0.119 -0.125 -0.120 -0.142
H -5.138 3.099 1.500 0.003 -0.027 0.132 0.072
H -6.538 2.574 0.561 0.065 -0.010 -0.003 0.425
H -7.324 3.611 2.380 0.076 -0.089 0.067 0.319
H -2.626 -1.386 4.875 0.200 -0.232 -0.112 0.502
H -2.065 0.242 4.473 -0.022 -0.045 -0.010 0.284
F 3.833 -9.941 5.518 0.007 -0.005 0.005 -0.320
C 2.814 -9.289 4.919 -0.045 0.026 -0.026 0.433
C 1.618 -9.952 4.736 -0.019 -0.052 0.011 -0.492
C 0.574 -9.276 4.120 0.046 0.036 0.010 -0.448
C 0.739 -7.963 3.700 0.003 -0.023 -0.035 -0.392
C 1.955 -7.323 3.897 -0.029 -0.022 -0.012 0.116
C 3.007 -7.984 4.514 0.051 0.039 0.003 -0.643
H 1.515 -10.976 5.069 0.014 0.004 0.010 0.419
H -0.372 -9.779 3.969 0.002 -0.009 -0.004 0.364
H -0.075 -7.441 3.216 -0.001 -0.041 0.024 0.174
H 2.089 -6.299 3.569 0.000 0.010 0.014 0.232
H 3.962 -7.504 4.680 0.007 -0.014 -0.004 0.473
F -0.108 3.068 -4.162 -0.007 -0.004 -0.038 -0.458
C 0.162 4.388 -4.066 -0.004 0.051 0.004 0.582
C 1.476 4.806 -4.130 0.054 -0.050 0.019 -0.414
C 1.741 6.164 -4.038 -0.053 0.024 0.051 -0.498
C 0.705 7.073 -3.877 0.009 0.014 -0.010 -0.709
C -0.607 6.624 -3.814 0.035 0.001 0.001 -0.454
C -0.889 5.269 -3.910 -0.064 -0.015 0.000 -0.423
H 2.266 4.078 -4.256 -0.014 -0.009 -0.009 0.510
H 2.763 6.513 -4.104 0.009 -0.012 0.013 0.442
H 0.919 8.131 -3.809 -0.001 0.001 0.005 0.484
H -1.417 7.331 -3.691 -0.007 0.000 -0.010 0.486
H -1.903 4.895 -3.866 0.007 -0.015 -0.003 0.479
F 1.379 6.310 -7.069 0.066 0.000 -0.096 -0.349
C 0.213 6.789 -7.542 -0.088 0.005 0.056 0.409
C -0.850 5.920 -7.687 -0.013 -0.058 0.003 -0.305
C -2.053 6.421 -8.162 0.014 0.037 0.002 -0.415
C -2.177 7.766 -8.484 -0.012 0.004 0.002 -0.539
C -1.091 8.616 -8.328 -0.019 -0.033 0.000 -0.338
C 0.118 8.131 -7.851 0.037 0.043 0.005 -0.463
H -0.729 4.877 -7.427 0.015 0.007 0.015 0.454
H -2.899 5.756 -8.279 0.003 -0.009 -0.005 0.371
H -3.117 8.150 -8.855 0.000 0.002 -0.001 0.386
H -1.183 9.665 -8.579 0.003 0.005 0.006 0.369
H 0.977 8.775 -7.716 0.009 -0.015 -0.002 0.430
F -3.078 -1.760 -2.962 -0.020 0.012 0.014 -0.306
C -2.182 -2.642 -3.462 0.098 -0.056 -0.014 0.339
C -1.397 -3.358 -2.582 0.006 0.011 0.151 -0.157
C -0.472 -4.258 -3.092 0.012 0.009 -0.049 -0.446
C -0.346 -4.426 -4.464 0.005 -0.005 -0.011 -0.630
C -1.150 -3.693 -5.327 0.021 -0.013 0.044 -0.337
C -2.080 -2.792 -4.829 -0.056 0.055 -0.051 -0.604
H -1.507 -3.207 -1.516 -0.027 -0.011 -0.003 0.445
H 0.153 -4.823 -2.413 0.014 0.009 0.016 0.494
H 0.380 -5.124 -4.858 0.010 0.006 0.004 0.403
H -1.051 -3.820 -6.397 -0.008 -0.002 -0.005 0.372
H -2.717 -2.212 -5.483 0.002 0.011 0.012 0.434
F 3.433 -4.435 -3.189 -0.009 -0.007 -0.014 -0.394
C 3.411 -4.156 -1.867 -0.011 0.010 0.065 0.441
C 3.463 -5.202 -0.967 -0.010 -0.062 -0.027 -0.681
C 3.439 -4.909 0.389 -0.071 0.087 0.002 -0.179
C 3.356 -3.591 0.819 -0.058 -0.106 0.103 -0.911
C 3.301 -2.560 -0.107 -0.021 0.014 -0.043 -0.404
C 3.333 -2.838 -1.467 -0.023 0.065 -0.025 -0.398
H 3.519 -6.220 -1.328 0.019 0.005 -0.012 0.465
H 3.481 -5.714 1.110 0.023 -0.020 -0.009 0.478
H 3.318 -3.367 1.877 -0.019 0.023 -0.002 0.777
H 3.222 -1.537 0.234 -0.020 0.038 -0.003 0.363
H 3.294 -2.052 -2.211 -0.008 -0.010 -0.010 0.461
F 6.130 -5.875 1.746 0.005 -0.041 0.007 -0.258
C 6.984 -5.097 2.444 0.050 0.038 0.031 0.319
C 7.973 -5.703 3.191 0.001 -0.061 0.022 -0.571
C 8.847 -4.897 3.908 -0.015 0.041 -0.011 -0.311
C 8.720 -3.516 3.868 0.008 0.000 0.006 -0.539
C 7.716 -2.935 3.106 0.018 -0.027 0.016 -0.419
C 6.835 -3.726 2.382 -0.033 0.046 -0.042 -0.212
H 8.050 -6.782 3.209 -0.008 0.001 -0.015 0.427
H 9.630 -5.354 4.498 -0.003 -0.008 0.004 0.361
H 9.403 -2.893 4.429 -0.001 0.002 0.000 0.374
H 7.613 -1.858 3.073 -0.002 0.003 -0.008 0.362
H 6.049 -3.298 1.774 -0.013 -0.020 -0.003 0.468